(1)
Molecular formula: C10H28LuO2P2
Method: DFT, wB97M-V/def2-TZVPD

## Properties
**Kohn-Sham gap**: 0.2878 Eh
**Highest occupied orbital energy**: -12.07 eV
**Total energy**: -2466.3034 hartree

Geometry as ORCA input:
```
! RIJCOSX wB97M-V def2-TZVPD def2/J DEFGRID3
* xyz 1 1
Lu 0.4469 -0.1969 -0.5892
P 1.4450 2.3649 -0.8534
P -0.3473 -2.8342 -0.7439
O 3.0077 -1.3266 1.6358
O -0.7984 0.4857 0.7934
C -2.9611 0.8259 1.8915
C 2.1911 3.2411 0.5698
C -0.0491 3.4109 -1.1059
C -0.8053 0.6467 3.1722
C -1.4679 1.0970 1.8885
C 2.5096 2.9500 -2.2122
C -0.4470 -3.8918 0.7466
C 2.1249 -0.9751 0.9885
C -2.1400 -2.7495 -1.1713
C 0.1756 -4.1053 -1.9471
H 2.0915 2.5793 -3.1580
H -1.3378 2.1807 1.7683
H 0.1441 -3.6675 -2.9536
H -1.2921 1.0843 4.0539
H 0.5606 -4.1796 1.0744
H -0.5620 3.1078 -2.0291
H 2.5602 4.0516 -2.2277
H -3.1802 -0.2448 1.9584
H -0.8576 -0.4467 3.2561
H -0.4923 -4.9852 -1.9050
H 2.2895 4.3100 0.3193
H 1.5355 3.1206 1.4441
H 0.2712 4.4602 -1.1903
H 2.3703 -0.4344 -1.5466
H -0.7473 3.3050 -0.2626
H -3.4389 1.3021 2.7579
H -2.5663 -3.7652 -1.1659
H 2.1616 -1.1920 -1.5226
H -0.1825 0.0054 -2.3307
H 3.5148 2.5290 -2.0792
H -0.9440 -3.3262 1.5456
H -2.2677 -2.3064 -2.1682
H -3.4452 1.1959 0.9840
H 0.2584 0.9039 3.1737
H 3.1789 2.8143 0.7932
H 1.2036 -4.4181 -1.7257
H -2.6778 -2.1302 -0.4395
H -1.0330 -4.7965 0.5126
*
```

=====

(2)
Molecular formula: C10H28N2OSi2
Method: DFT, wB97M-V/def2-TZVPD

## Properties
**Kohn-Sham gap**: 0.3226 Eh
**Highest occupied orbital energy**: -8.07 eV
**Total energy**: -1161.6272 hartree

Geometry as ORCA input:
```
! RIJCOSX wB97M-V def2-TZVPD def2/J DEFGRID3
* xyz 0 1
Si -0.2676 -1.4757 1.2588
Si 1.5498 1.0006 0.9050
O 0.1004 0.1157 0.8775
N -1.0603 -0.7111 -1.8255
N -0.7932 1.8684 -3.4045
C 0.8646 -2.6674 0.3750
C 0.1020 -1.7471 3.1445
C 3.1669 0.0667 1.2364
C 0.1099 2.3845 -1.1327
C 1.3372 1.5532 -0.8687
C -2.4244 -1.0843 -1.5985
C 1.3155 2.2935 2.2696
C -0.0105 2.8001 -2.5781
C -2.6689 -2.0713 -0.5504
C -2.0935 -1.6603 0.7705
H 0.9414 2.8858 -3.0555
H -3.7810 -2.2574 -0.4844
H 0.5295 -3.6842 0.7123
H 1.8918 -2.4582 0.6355
H -0.5340 -1.6016 -1.9928
H -0.7449 0.8365 -3.0385
H 0.8087 1.7994 3.0602
H 3.0830 -0.4402 2.2005
H -0.4985 -2.5407 3.5381
H -0.7653 1.8893 -0.6893
H -1.7652 2.1496 -3.4772
H -0.1682 -0.7688 3.4990
H 0.8935 3.3506 2.2153
H 3.8881 0.8890 1.3254
H -2.9499 -1.4353 -2.5570
H 0.1605 3.3427 -0.5157
H -2.2680 -3.1331 -0.7976
H -0.4280 3.8430 -2.7120
H -0.7357 -0.3211 -0.9185
H 0.6412 -2.4832 -0.6317
H -2.5169 -0.7275 1.1235
H 3.5113 -0.6738 0.5514
H 2.3325 2.5354 2.6341
H 1.1170 -2.0332 2.9383
H 2.2214 2.1186 -0.9404
H -3.0362 -0.1454 -1.4782
H 1.5227 0.6686 -1.5041
H -2.5787 -2.2705 1.4803
*
```

=====

(3)
Molecular formula: C10H29GaO3PS2
Method: DFT, wB97M-V/def2-TZVPD

## Properties
**Kohn-Sham gap**: 0.2501 Eh
**Highest occupied orbital energy**: -4.36 eV
**Total energy**: -3686.7156 hartree

Geometry as ORCA input:
```
! RIJCOSX wB97M-V def2-TZVPD def2/J DEFGRID3
* xyz -1 1
Ga 2.0356 0.6776 0.2889
S 3.8739 -2.6449 0.0085
S 0.7966 0.5283 2.2311
P 3.9098 -0.7716 0.7226
O -3.1566 4.0652 -0.5532
O 1.6059 -6.4518 2.2187
O -3.6460 1.1552 -1.9973
C 2.9422 -6.4484 2.7253
C 0.9783 0.0380 -1.2707
C -4.2976 5.7524 -1.8757
C -2.5338 0.7683 -2.8118
C -0.3361 0.8170 -1.4429
C 3.3945 -5.0353 3.0399
C 3.8898 -7.1324 1.7506
C -3.2266 5.4597 -0.8377
C -1.4780 -0.0177 -2.0422
C -3.4245 6.2616 0.4376
H 4.9005 -7.1827 2.1598
H -4.3893 6.0146 0.8910
H -2.9476 0.1801 -3.6335
H -0.1094 -0.3223 1.7352
H 3.9368 -6.5624 0.8190
H -4.3095 6.8111 -2.1400
H -4.1239 5.1680 -2.7788
H -2.0764 1.6655 -3.2472
H 2.8776 -7.0443 3.6404
H -3.4140 7.3332 0.2324
H -5.2845 5.4920 -1.4815
H -2.2446 5.6888 -1.2575
H 3.5489 -8.1440 1.5270
H -0.1586 1.6834 -2.0925
H -1.0544 -0.7947 -2.6872
H 4.3975 -5.0254 3.4706
H 2.7071 -4.5528 3.7350
H -2.6379 6.0329 1.1554
H 1.6049 0.1621 -2.1599
H 0.7787 -1.0349 -1.1901
H -0.6753 1.2348 -0.4887
H 3.4248 -4.4455 2.1190
H 5.1229 -0.1343 0.3805
H 2.6057 2.1606 0.1339
H -2.0103 -0.5346 -1.2373
H 1.5856 -5.8540 1.4614
H 4.1151 -0.7611 2.1176
H -3.4798 2.0496 -1.6695
H -3.9882 3.7948 -0.1459
*
```

=====

(4)
Molecular formula: C10H29LiO9
Method: DFT, wB97M-V/def2-TZVPD

## Properties
**Kohn-Sham gap**: 0.2607 Eh
**Highest occupied orbital energy**: -7.21 eV
**Energy relative to the best compared isomer or geometry (same formula, charge and spin)**: 0.0 kcal per mole
**Total energy**: -1083.0704 hartree

Geometry as ORCA input:
```
! RIJCOSX wB97M-V def2-TZVPD def2/J DEFGRID3
* xyz 0 1
O 1.4217 -0.8749 -1.3650
O -3.5872 -3.3170 2.1007
O 0.0062 4.7187 -0.2408
O 1.0750 1.4676 -3.2516
O -1.2025 -2.3236 0.5379
O -0.9263 1.1410 -1.0264
O 0.4699 -0.2760 1.6659
O 1.7146 2.3980 -0.0138
O -3.9004 1.0943 -0.3423
C -1.8858 0.1037 -1.2825
C 2.3138 -0.4473 -2.3923
C -2.6227 -4.0690 1.3720
C 1.3113 3.1839 1.1296
C 1.6351 -0.5890 2.3716
C -2.9527 0.0159 -0.1891
C 1.5702 0.1684 -3.5594
C -0.0248 3.8458 0.8829
C 2.8946 -0.5991 1.5315
C -1.2405 -3.4571 1.4006
Li 0.7758 0.5719 -0.2072
H 2.1708 0.1331 -4.4733
H -3.4783 1.9225 -0.1031
H 1.7284 0.1011 3.2297
H 2.9185 -1.4761 0.8775
H -3.5172 -0.9094 -0.1805
H 2.3015 2.9607 -0.5212
H 1.7450 2.1044 -3.5221
H 1.6119 -1.7689 -1.0806
H -0.7928 3.0731 0.8152
H -2.9368 -4.0995 0.3252
H 3.1977 0.3411 1.0686
H -0.8752 -3.1754 2.3925
H 2.8480 -1.3352 -2.7466
H -1.2385 1.9136 -1.5003
H -2.5051 -5.0695 1.8071
H 2.1191 3.8899 1.3182
H -0.5474 -4.2262 1.0294
H 1.5468 -1.5673 2.8771
H -0.4405 4.3128 -0.9856
H 0.7062 -0.4542 -3.8061
H 3.7890 -0.8290 2.1418
H -4.4281 -3.7707 2.0089
H -0.2681 4.4727 1.7450
H 3.0779 0.2420 -2.0191
H -2.4721 0.1702 0.7822
H -1.3391 -0.8407 -1.2973
H 1.1822 2.5215 1.9867
H -0.5572 -1.6934 0.9387
H -2.3916 0.3006 -2.2302
*
```

=====

(5)
Molecular formula: C10H29NO4
Method: DFT, wB97M-V/def2-TZVPD

## Properties
**Kohn-Sham gap (spin up / spin down)**: 0.3738 / 0.1239 Eh
**Highest occupied orbital energy (spin up / spin down)**: -12.88 / -12.88 eV
**Energy relative to the best compared isomer or geometry (same formula, charge and spin)**: 10.5 kcal per mole
**Total energy**: -753.6859 hartree
**⟨S²⟩**: 0.76

Geometry as ORCA input:
```
! RIJCOSX wB97M-V def2-TZVPD def2/J DEFGRID3
* xyz 1 2
O 2.2489 -0.2558 -0.4240
O -2.8254 0.6241 -3.8773
O 2.5095 1.1426 -3.1779
O -2.1863 2.1624 2.3777
N 0.4537 1.4403 1.4005
C -1.1671 1.8016 3.2188
C -2.5874 0.0419 -2.5829
C -2.7073 1.1842 1.5598
C -2.7234 -1.4643 -2.5789
C -1.1871 0.4539 -2.1452
C 1.0791 0.7048 3.5575
C -0.0705 0.8880 2.6588
C 2.3223 -1.6705 -0.0994
C 3.7283 -1.8457 0.4389
C 1.8750 -2.4989 -1.3665
H 4.4614 -1.7211 -0.3580
H -1.6686 1.4035 4.1010
H 1.9214 0.2434 0.3278
H 1.7185 -1.8765 0.7844
H 1.1456 2.0808 1.7627
H 3.9065 -2.7698 0.9888
H -2.2597 -1.9174 -3.4551
H -3.7621 -1.7762 -2.6878
H -3.5912 1.6645 1.1400
H -3.0770 0.4969 2.3207
H -0.4189 -0.0806 -2.7039
H -1.0202 0.4085 -1.0690
H 2.7144 0.7818 -2.3153
H 1.5617 1.2754 -3.1636
H 2.8165 -2.6824 -1.8841
H 1.4432 -3.4426 -1.0332
H -0.7169 2.7550 3.4954
H 0.7639 0.1538 4.4436
H -3.2298 0.5564 -1.8681
H -0.2644 2.0410 1.0216
H 3.9681 -1.0206 1.1095
H -0.8823 1.4540 -2.4536
H -2.2972 -1.8492 -1.6525
H 1.1464 -2.1523 -2.0994
H -2.1474 0.7924 0.7106
H -0.5239 -0.1002 2.5809
H 1.8873 0.2530 2.9824
H -3.7853 0.6386 -3.8800
H 1.4276 1.6811 3.8942
*
```